(1)
15
Properties=species:S:1:pos:R:3:forces:R:3:nbo_charge:R:1 method="wB97M-V/def2-TZVPD" fmax_ev_per_a=7.11 homo_lumo_gap_ev=8.7 energy_ev=-16615.4544 spin_multiplicity=1 lumo_ev=0.2 e_above_lowest_kcal_mol=92.2 homo_ha=-0.312 charge=0 smiles="CNCC(C)=S"
C -2.03779 -0.63650 -0.11848 1.033 -1.309 -2.163 -0.42
N -0.68137 0.04348 -0.07526 -2.706 1.019 -4.678 -0.63
C 0.38106 -0.79975 0.36115 -2.207 0.360 1.567 -0.30
C 1.60398 0.00113 0.03776 -5.817 1.266 1.751 -0.15
C 1.31093 1.41710 0.01305 0.697 1.187 3.030 -0.72
S 2.84075 -0.82456 -0.13702 6.537 -2.558 -1.122 0.14
H -1.88898 -1.59523 -0.84711 -0.764 1.597 2.137 0.17
H -2.75855 -0.01789 -0.69249 0.503 -0.073 0.594 0.21
H -2.49394 -0.86776 0.89460 0.971 0.104 -1.188 0.21
H -0.42880 0.43120 -1.20211 -1.327 -1.773 4.162 0.34
H -0.04192 -1.03988 1.43896 2.035 0.265 -1.468 0.21
H 0.58435 -1.69436 -0.18178 -0.766 -1.266 -0.241 0.19
H 0.71348 2.01210 -0.58327 -0.687 0.374 -2.733 0.26
H 2.21938 1.85662 0.22356 2.091 1.670 -0.174 0.23
H 0.67744 1.71431 0.86844 0.407 -0.863 0.526 0.26

***

(2)
15
Properties=species:S:1:pos:R:3:forces:R:3:nbo_charge:R:1 method="wB97M-V/def2-TZVPD" fmax_ev_per_a=3.92 homo_lumo_gap_ev=9.8 energy_ev=-16616.9462 spin_multiplicity=1 lumo_ev=0.9 e_above_lowest_kcal_mol=57.8 homo_ha=-0.329 charge=0 smiles=S[C@@H]1CCNC1
S -0.89782 2.32807 -0.24066 2.204 1.135 0.188 -0.05
C -0.80256 0.52203 -0.38993 -1.423 1.153 -1.236 -0.32
C -0.75428 -0.16241 0.98921 1.584 3.557 -0.134 -0.48
C 0.35255 -1.20384 0.75128 0.183 -0.995 2.528 -0.24
N 0.60309 -1.28281 -0.72591 2.495 -2.155 1.784 -0.64
C 0.46874 0.10503 -1.21713 -3.279 -1.488 -0.573 -0.23
H 0.50577 2.59336 0.05172 -2.165 -0.425 -0.348 0.12
H -1.77503 0.46942 -0.97825 1.227 -1.021 0.466 0.23
H -1.67890 -0.27660 1.55569 -0.105 -1.025 -0.683 0.24
H -0.40321 0.83933 1.49753 0.214 -2.523 0.181 0.22
H 0.05522 -2.23940 1.21224 0.671 1.725 -1.138 0.21
H 1.29462 -0.84234 1.37107 -1.539 -0.762 -1.290 0.17
H 1.61017 -1.80693 -0.62543 -2.826 2.181 -1.612 0.37
H 1.29465 0.66965 -0.94223 1.532 1.502 0.297 0.18
H 0.12699 0.28744 -2.30920 1.227 -0.859 1.570 0.22

***

(3)
15
Properties=species:S:1:pos:R:3:forces:R:3:nbo_charge:R:1 method="wB97M-V/def2-TZVPD" fmax_ev_per_a=1.13 homo_lumo_gap_ev=7.5 energy_ev=-8390.3082 spin_multiplicity=1 lumo_ev=3.8 e_above_lowest_kcal_mol=4.2 homo_ha=-0.138 charge=-1
C 0.30877 -1.82003 -1.93142 -0.068 -0.547 0.166 -0.60
C 1.76515 -2.26996 -1.81239 -0.269 0.568 -0.237 -0.60
H -0.36606 -2.54096 -1.47069 0.031 -0.100 0.155 0.20
H 0.12848 -0.88004 -1.41757 0.049 0.167 -0.132 0.24
H 0.00282 -1.77882 -2.97394 0.000 0.333 -0.162 0.18
H 2.05695 -2.32909 -0.76746 0.089 -0.185 0.043 0.22
H 1.93259 -3.21273 -2.33114 0.043 -0.168 0.162 0.18
H 2.40533 -1.52566 -2.29174 0.110 -0.033 0.059 0.19
C -0.11768 1.89792 0.02540 0.139 -0.370 0.144 -0.75
C -0.66268 1.00293 1.17579 -0.986 0.131 -0.537 0.76
O -1.89018 1.16245 1.41164 0.389 -0.027 0.096 -0.81
O 0.13829 0.21404 1.70635 0.337 -0.194 0.186 -0.79
H -0.38555 2.93160 0.25444 0.451 0.064 -0.047 0.20
H -0.59358 1.66896 -0.92426 -0.383 -0.189 -0.072 0.19
H 0.94426 1.68115 -0.11719 0.069 0.551 0.175 0.19

***

(4)
15
Properties=species:S:1:pos:R:3:forces:R:3:nbo_charge:R:1 method="wB97M-V/def2-TZVPD" fmax_ev_per_a=4.91 homo_lumo_gap_ev=7.9 energy_ev=-8388.9144 spin_multiplicity=1 lumo_ev=4.1 e_above_lowest_kcal_mol=36.4 homo_ha=-0.138 charge=-1
C 0.31371 2.22890 -0.97807 2.088 -3.482 2.575 -0.67
C -0.56237 2.17956 -2.18850 -2.507 -2.725 0.661 -0.64
H 1.18843 2.86008 -1.12117 -0.238 0.496 0.333 0.19
H -0.22261 2.38060 0.00038 0.392 0.618 -1.172 0.21
H 0.85964 1.13887 -0.61572 -1.571 2.507 -1.639 0.28
H -0.91882 1.15093 -2.47135 0.923 0.229 0.556 0.22
H -0.18935 2.50420 -3.11277 0.668 1.214 -1.004 0.20
H -1.57428 2.52412 -1.95306 0.245 1.056 -0.299 0.20
C 0.28801 -1.08530 2.25310 -0.134 1.093 -2.649 -0.78
C 0.04638 -1.31710 0.71819 4.520 1.917 0.013 0.78
O -1.08381 -1.57190 0.44575 -4.111 -1.192 -1.101 -0.76
O 1.03255 -1.14696 -0.08901 -0.628 -0.188 1.050 -0.84
H 1.29270 -0.85252 2.45031 1.551 -1.008 0.835 0.21
H -0.35592 -1.80933 2.61592 -0.185 -1.947 1.840 0.22
H -0.18405 -0.18245 2.52524 -1.011 1.412 0.002 0.19

***

(5)
15
Properties=species:S:1:pos:R:3:forces:R:3:nbo_charge:R:1 method="wB97M-V/def2-TZVPD" fmax_ev_per_a=1.24 homo_lumo_gap_ev=7.8 energy_ev=-8390.1597 spin_multiplicity=1 lumo_ev=3.9 e_above_lowest_kcal_mol=7.7 homo_ha=-0.145 charge=-1
C 1.93412 0.17240 1.05482 -0.194 -0.285 -0.754 -0.75
C 0.85468 0.61022 2.08310 0.069 -0.356 -0.197 0.76
O 0.92750 -0.00554 3.16772 -0.064 0.194 0.181 -0.79
O -0.00630 1.43170 1.69469 0.232 0.204 0.163 -0.79
H 1.51433 -0.63932 0.44069 -0.071 -0.217 0.427 0.19
H 2.80569 -0.22058 1.57324 0.130 0.080 -0.093 0.20
H 2.19251 0.87959 0.25819 0.105 0.462 0.517 0.19
C -1.14141 -0.79853 -1.80058 0.030 0.099 -1.240 -0.61
C -1.41325 0.20448 -0.68732 0.200 0.082 -0.315 -0.63
H -2.05206 -1.12368 -2.31412 -0.188 -0.003 0.206 0.18
H -0.57806 -0.32365 -2.61585 0.158 0.000 0.203 0.19
H -0.59054 -1.71645 -1.58479 -0.030 0.140 0.585 0.20
H -1.51541 1.20802 -1.10855 -0.256 -0.060 -0.142 0.19
H -2.34409 -0.02456 -0.17077 0.170 -0.027 0.298 0.19
H -0.58772 0.34592 0.00954 -0.288 -0.314 0.160 0.27

***

(6)
15
Properties=species:S:1:pos:R:3:forces:R:3:nbo_charge:R:1 method="wB97M-V/def2-TZVPD" fmax_ev_per_a=2.19 homo_lumo_gap_ev="2.9 / 8.1" energy_ev=-8385.8075 spin_multiplicity=2 lumo_ev="6.9 / 6.8" e_above_lowest_kcal_mol=12.9 s_squared=0.75 homo_ha="0.147 / -0.047" charge=-2
C 0.30109 -0.18773 1.66424 -1.418 1.405 0.906 -0.78
C -1.25241 -0.26543 1.56767 0.567 -0.442 0.678 -1.22
H 0.60981 0.83625 1.46284 0.422 0.008 -0.367 0.18
H 0.53938 -0.32152 2.72235 0.262 -0.482 0.002 0.17
H 0.78985 -0.90829 1.02558 0.147 -0.039 -0.046 0.20
H -1.81898 0.23878 2.36860 0.471 -0.180 0.246 0.13
H -1.40321 -1.34493 1.68743 -0.890 0.075 -0.343 0.16
H -1.72667 0.18561 0.69682 0.313 -0.445 -0.395 0.18
C 0.09635 -0.09952 -1.56560 0.147 0.778 -0.205 -0.76
C 1.18179 0.69998 -2.37713 -0.717 -0.203 0.045 0.76
O 2.14587 0.00879 -2.77927 0.236 -0.170 -0.181 -0.82
O 1.03021 1.93484 -2.49148 -0.159 0.243 -0.068 -0.81
H 0.40786 -1.14057 -1.61239 -0.217 -0.092 0.558 0.19
H -0.97708 -0.00132 -1.78915 0.344 0.100 -0.842 0.19
H 0.07616 0.36506 -0.58049 0.492 -0.557 0.013 0.22

***

(7)
16
Properties=species:S:1:pos:R:3:forces:R:3:nbo_charge:R:1 method="wB97M-V/def2-TZVPD" fmax_ev_per_a=5.50 homo_lumo_gap_ev=8.8 energy_ev=-17676.0796 spin_multiplicity=1 lumo_ev=0.0 e_above_lowest_kcal_mol=67.7 homo_ha=-0.321 charge=0
C 1.53814 -0.95309 -0.37651 0.263 2.261 -4.827 -0.59
C -1.76447 -0.62171 0.19706 3.200 0.499 4.443 -0.62
C 0.50969 0.09477 -0.82651 0.279 2.180 -0.332 -0.44
C -0.54137 0.42143 0.22223 -0.610 -0.388 -0.209 -0.06
O 0.32351 3.03365 0.06780 0.918 0.514 -0.510 -1.02
O -0.03808 0.53598 1.59548 0.109 -0.240 0.668 -0.77
P -0.90546 2.33209 0.42227 -0.954 -1.653 0.481 1.33
H 2.14105 -1.20844 -1.31862 -0.597 -0.013 1.749 0.22
H 0.95928 -1.69733 -0.03767 -1.734 -3.450 0.924 0.20
H 2.11162 -0.66032 0.41009 2.081 1.081 1.965 0.19
H -1.60020 -1.41461 1.06381 -0.322 1.592 -1.823 0.22
H -1.87274 -1.09369 -0.69568 0.070 -1.387 -2.682 0.21
H -2.65719 -0.12149 0.38761 -1.662 0.888 0.627 0.21
H 0.88880 1.11977 -1.21691 0.185 -1.788 0.757 0.23
H -0.02534 -0.31025 -1.67615 -0.166 -0.161 -0.215 0.21
H 0.93276 0.54322 1.78169 -1.060 0.066 -1.018 0.50

***

(8)
16
Properties=species:S:1:pos:R:3:forces:R:3:nbo_charge:R:1 method="wB97M-V/def2-TZVPD" fmax_ev_per_a=5.54 homo_lumo_gap_ev=11.2 energy_ev=-17676.6916 spin_multiplicity=1 lumo_ev=0.6 e_above_lowest_kcal_mol=53.6 homo_ha=-0.387 charge=0
C -0.06156 -1.45334 0.37713 -2.045 0.061 -3.867 -0.05
C 0.43779 0.85311 0.72140 -0.240 1.473 5.333 -0.82
C -0.80161 -0.09920 0.48055 2.330 1.245 -2.447 -0.25
C -1.43359 0.40486 -0.85793 -1.729 0.309 0.896 -0.63
O 3.15566 0.45274 -0.01758 3.723 0.847 1.158 -1.06
O 1.22470 -1.26779 -0.16603 0.807 -0.115 0.068 -0.81
P 1.77457 0.27092 -0.25220 -3.339 -2.970 -0.734 2.02
H -0.07779 -1.91673 1.30465 0.494 -1.033 1.780 0.18
H -0.63671 -2.10873 -0.39284 0.850 0.800 1.442 0.18
H 0.40512 1.97475 0.58890 -0.787 -1.183 0.301 0.26
H 0.78281 0.70519 2.15440 -0.660 0.426 -4.538 0.24
H -1.45708 -0.19346 1.27867 -1.308 0.468 1.488 0.22
H -2.49628 0.15794 -1.16026 1.329 -0.861 0.530 0.23
H -0.72680 0.21868 -1.61854 0.426 -0.551 -1.244 0.21
H -1.55919 1.48117 -0.87239 0.418 0.488 0.489 0.21
H 1.46994 0.51988 -1.56791 -0.271 0.595 -0.657 -0.15